# 1
{
  "formula": "C38H60As2I2N3O9RuSbSi3",
  "method": "ωB97M-V/def2-TZVPD",
  "symbols": ["Ru", "C", "Sb", "C", "C", "C", "C", "C", "C", "N", "Si", "C", "C", "C", "C", "C", "C", "C", "C", "C", "N", "Si", "C", "C", "C", "Si", "C", "C", "C", "H", "H", "H", "H", "H", "H", "H", "H", "H", "H", "H", "H", "H", "H", "H", "H", "H", "H", "H", "H", "H", "H", "H", "H", "H", "H", "H", "H", "H", "H", "H", "H", "H", "H", "H", "H", "H", "H", "I", "N", "C", "O", "C", "I", "H", "H", "H", "H", "C", "O", "C", "O", "C", "C", "As", "C", "C", "C", "As", "C", "C", "O", "O", "C", "C", "O", "O", "C", "C", "O", "O", "C", "H", "H", "H", "H", "H", "H", "H", "H", "H", "H", "H", "H", "H", "H", "H", "H", "H", "H"],
  "coordinates": [[0.03991, -0.26965, -0.14801], [-3.42830, -2.99695, -1.31003], [-2.53286, -1.53263, 0.04369], [-0.58165, -2.02609, -1.12753], [-0.51675, -1.42881, -2.41570], [-0.48458, -2.06293, -3.67225], [-0.37962, -1.29826, -4.80987], [-0.26999, 0.08802, -4.69889], [-0.32378, 0.64919, -3.43721], [-0.45265, -0.07506, -2.33703], [0.16267, -3.75871, -0.77248], [2.01838, -3.31976, -0.60685], [-0.66278, -4.56704, 0.75022], [0.01049, -5.06555, -2.16287], [-3.65547, 0.35895, -0.40172], [-2.78275, 1.54768, -0.45911], [-3.44437, 2.77968, -0.69867], [-2.75805, 3.83288, -1.30341], [-1.41087, 3.74904, -1.44596], [-0.68438, 2.68376, -0.71259], [-1.46913, 1.51127, -0.40932], [-4.75188, 0.30885, -2.04486], [-3.54160, 0.08102, -3.50560], [-5.72848, 1.86972, -2.57207], [-6.12132, -1.01948, -2.10081], [-4.76144, 0.35623, 1.24775], [-5.90949, -1.16770, 1.30790], [-5.91221, 1.87628, 1.36751], [-3.68430, 0.26122, 2.81884], [-2.77058, -3.86007, -1.33838], [-3.57013, -2.60292, -2.31039], [-4.38041, -3.30518, -0.90117], [-0.57506, -3.13217, -3.72523], [-0.38502, -1.76361, -5.78399], [-0.18464, 0.71045, -5.57393], [-0.29003, 1.72384, -3.30918], [2.15455, -2.23744, -0.53154], [2.59068, -3.68059, -1.45748], [2.44021, -3.76113, 0.28999], [-0.01774, -4.51392, 1.62168], [-0.87927, -5.61325, 0.55667], [-1.60022, -4.07929, 1.02472], [0.53797, -4.80246, -3.07308], [-1.01703, -5.30415, -2.41828], [0.46719, -5.97686, -1.78813], [-4.50050, 2.83734, -0.54239], [-3.30410, 4.67368, -1.70431], [-0.82721, 4.49330, -1.96088], [0.21244, 2.34341, -1.26188], [-2.94991, 0.98152, -3.65028], [-4.08894, -0.09327, -4.42717], [-2.85840, -0.75036, -3.36783], [-5.10272, 2.72609, -2.79584], [-6.48191, 2.17407, -1.85432], [-6.25608, 1.61899, -3.48880], [-5.89977, -1.94974, -1.59878], [-6.32523, -1.24855, -3.14267], [-7.04262, -0.62644, -1.68475], [-6.65455, -1.17921, 0.52257], [-6.44330, -1.13743, 2.25336], [-5.35605, -2.10284, 1.27627], [-6.53460, 2.01948, 0.49103], [-5.37966, 2.79885, 1.56698], [-6.57902, 1.71090, 2.20655], [-3.23752, -0.72538, 2.94571], [-4.29714, 0.45462, 3.69559], [-2.88960, 0.99857, 2.80737], [0.51362, -1.40659, 2.17866], [2.46411, 1.32267, -3.31426], [2.60052, 0.22962, -2.55221], [2.17683, 0.16471, -1.40288], [3.31159, -0.92549, -3.20949], [5.33635, -0.36050, -3.74078], [2.08353, 2.16270, -2.90842], [2.86728, 1.37114, -4.23576], [2.82415, -1.21467, -4.13799], [3.37033, -1.77119, -2.53015], [3.98626, 0.60661, 1.08423], [4.44102, 1.34055, 2.19807], [3.89790, 2.47884, 2.62604], [4.43133, 3.04609, 3.55049], [2.69660, 3.11277, 1.97747], [2.59373, 4.42836, 2.21850], [1.02139, 5.59210, 1.97271], [1.92494, 7.21813, 1.36734], [0.66497, 4.59516, 0.32167], [-0.09029, 3.38648, 0.57743], [1.14562, 1.98359, 1.42916], [0.62046, 1.93823, 3.32357], [-1.28629, 3.57644, 1.45268], [-1.82502, 2.65858, 2.02476], [-1.75718, 4.81747, 1.45721], [-2.96362, 5.01462, 2.18776], [1.68958, 4.70628, -0.66488], [2.09379, 5.74045, -1.15484], [2.31565, 3.50383, -0.98948], [3.55468, 3.69097, -1.66510], [3.40732, 5.18036, 3.22191], [2.77402, 5.47032, 4.21339], [4.58540, 5.71710, 2.98596], [5.31356, 5.40470, 1.81927], [4.84045, 0.00521, 0.77050], [3.65917, 1.26047, 0.26821], [3.16865, -0.06573, 1.38188], [2.50381, 7.61877, 2.20033], [1.15811, 7.94647, 1.09709], [2.56675, 7.05681, 0.50230], [0.57475, 2.95754, 3.71998], [1.39398, 1.39494, 3.87673], [-0.32849, 1.42961, 3.48883], [-3.28350, 6.02973, 1.97729], [-2.79125, 4.89182, 3.25712], [-3.71655, 4.29405, 1.86087], [4.03135, 2.71760, -1.74960], [4.19908, 4.36910, -1.10269], [3.38406, 4.13565, -2.64816], [6.06872, 6.18362, 1.73234], [4.67024, 5.41070, 0.93307], [5.80499, 4.43306, 1.91190]],
  "forces_ev_per_a": [[-0.4, -0.4, -0.2], [0.0, 0.4, 0.1], [-0.2, -0.8, -0.1], [-0.1, 0.7, 1.4], [-0.1, 0.4, -1.8], [-0.1, 0.0, 0.6], [0.1, 0.5, -0.1], [-0.2, -0.3, 0.0], [-0.1, 0.1, -0.1], [0.4, -0.6, -0.1], [0.3, -0.2, 0.3], [-0.5, -0.1, 0.0], [0.3, 0.5, -0.4], [-0.1, 0.7, 0.3], [-0.7, -0.7, 0.0], [1.0, -0.3, 0.0], [-0.1, 0.8, -0.2], [0.0, 0.0, -0.3], [0.0, -0.1, -0.1], [0.4, 0.2, -0.2], [-0.3, -0.6, 0.1], [0.0, 0.0, -0.8], [-0.4, 0.0, 0.7], [0.4, -0.3, 0.4], [0.6, 0.3, 0.3], [-0.4, 0.0, 0.5], [0.5, 0.5, -0.3], [0.6, -0.5, -0.1], [-0.2, 0.0, -0.7], [0.1, 0.0, 0.0], [0.0, 0.0, -0.1], [-0.2, -0.1, 0.1], [0.0, -0.2, 0.0], [0.0, -0.1, -0.1], [0.0, 0.1, -0.1], [0.0, 0.1, 0.0], [0.0, -0.1, 0.0], [0.0, -0.2, -0.2], [0.1, -0.1, 0.2], [0.1, 0.0, 0.1], [0.0, -0.2, -0.1], [0.0, 0.0, 0.0], [0.1, 0.1, -0.2], [-0.2, 0.0, 0.0], [0.1, -0.2, 0.2], [-0.3, 0.0, 0.0], [-0.1, 0.1, 0.0], [0.0, 0.2, -0.1], [-0.3, 0.1, 0.1], [0.0, 0.2, 0.0], [-0.2, 0.0, -0.1], [0.1, -0.1, 0.0], [0.1, 0.1, 0.0], [-0.2, 0.1, 0.2], [-0.1, -0.2, -0.2], [0.1, -0.2, 0.1], [0.1, 0.0, -0.3], [-0.2, 0.1, 0.1], [-0.1, 0.0, -0.2], [0.0, 0.0, 0.2], [0.1, -0.2, 0.0], [-0.1, 0.0, -0.2], [0.2, 0.2, 0.0], [-0.1, -0.1, 0.2], [0.0, 0.0, 0.0], [-0.2, 0.0, 0.1], [0.1, 0.0, 0.0], [0.1, 0.0, 0.0], [0.0, 0.1, 0.0], [0.3, 0.0, -0.3], [0.0, -0.1, 0.2], [0.4, -0.1, 0.0], [-0.4, -0.2, 0.2], [0.0, -0.1, 0.0], [0.1, 0.0, 0.1], [0.0, 0.0, 0.0], [0.0, 0.1, 0.0], [-0.3, -0.3, -0.4], [0.1, 0.2, 0.5], [0.4, 0.2, 0.3], [-0.1, -0.4, -0.1], [-0.1, 0.1, -0.2], [-0.1, -0.2, 0.0], [0.0, 0.0, 0.0], [0.1, 0.1, -0.1], [-0.1, 0.4, 0.4], [-0.1, -0.6, 0.0], [0.0, 0.2, 0.5], [-0.2, 0.0, 0.2], [-0.5, -0.1, 0.7], [0.0, 0.4, 0.0], [0.1, 0.1, -0.3], [-0.4, 0.0, 0.2], [1.2, 0.0, -1.2], [-0.3, -0.4, 0.1], [-0.7, 0.3, 0.3], [0.4, 0.3, -0.2], [-0.4, 0.2, 0.6], [0.4, 0.0, -0.1], [0.1, 0.3, 0.3], [0.3, -0.2, -0.5], [-0.1, 0.1, -0.1], [0.1, -0.2, 0.1], [0.2, 0.1, -0.2], [-0.1, -0.1, 0.1], [0.0, -0.1, 0.1], [-0.1, 0.0, 0.2], [0.0, -0.1, -0.1], [0.0, 0.1, -0.2], [0.1, 0.0, -0.2], [0.0, 0.0, 0.0], [0.0, 0.0, 0.0], [0.1, 0.1, 0.0], [-0.1, 0.0, 0.0], [-0.1, -0.1, 0.0], [0.1, -0.1, 0.0], [-0.1, -0.1, -0.1], [0.1, 0.1, 0.1], [-0.1, 0.1, 0.1]],
  "spin_multiplicity": 6,
  "e_above_lowest_ev": 1.551,
  "charge": 1,
  "e_tot_ha": -8595.68346,
  "s_squared": 8.827,
  "homo_ev": [-10.333, -10.395]
}

---

# 2
{
  "formula": "C4H7N3O2",
  "method": "ωB97M-V/def2-TZVPD",
  "symbols": ["C", "C", "C", "C", "N", "N", "N", "O", "O", "H", "H", "H", "H", "H", "H", "H"],
  "coordinates": [[1.02185, -0.07080, -1.70550], [1.03829, 0.04661, -0.26029], [-0.71596, 1.43973, -0.14971], [-0.42340, -0.34025, 1.47612], [0.11335, 0.51258, -2.26258], [-0.02127, 0.41873, 0.32240], [-0.25155, 2.46672, -0.91197], [0.94899, 2.59250, -1.01426], [-1.15881, 3.20101, -1.27624], [1.93398, -0.37718, -2.20205], [1.62374, -0.72109, 0.26654], [-1.71634, 1.62062, 0.20320], [-1.06497, -1.12966, 1.06929], [0.35423, -0.88511, 1.98842], [-1.05824, 0.26520, 2.05559], [0.08283, 0.35030, -3.27920]],
  "forces_ev_per_a": [[3.7, 0.2, 2.4], [4.1, -3.7, -1.7], [-2.6, -1.3, 1.9], [-1.7, -1.1, -0.8], [-3.5, 1.0, -4.6], [-0.8, 1.9, 1.5], [-0.4, 0.1, 1.4], [0.6, 1.2, -1.0], [0.6, 1.1, -1.0], [0.0, -1.0, -0.1], [-0.1, 0.6, -0.1], [0.0, -0.3, 0.1], [-0.1, -0.1, 0.1], [0.5, 0.6, 0.1], [-0.4, 0.7, 1.3], [0.1, 0.2, 0.5]],
  "e_above_lowest_ev": 7.275,
  "charge": 0,
  "e_tot_ha": -471.13568,
  "homo_ev": [-7.867, -7.868]
}

---

# 3
{
  "formula": "H2NO3S2",
  "method": "ωB97M-V/def2-TZVPD",
  "symbols": ["N", "O", "O", "O", "S", "S", "H", "H"],
  "coordinates": [[2.09655, 0.33649, 0.22117], [-1.39261, -0.36351, -1.38591], [-1.84407, -1.74998, 0.41184], [-1.24302, 1.01491, 0.72686], [1.40742, -0.85449, -0.53138], [-1.01769, -0.61506, -0.04403], [2.43122, 1.02192, -0.57350], [-0.43781, 1.20974, 1.17494]],
  "forces_ev_per_a": [[1.9, 1.7, -1.8], [-0.9, 1.5, -2.7], [0.5, 1.2, 1.5], [-1.6, -1.7, -0.9], [-0.3, -0.7, 0.7], [0.3, -1.0, 0.6], [-1.2, -1.0, 2.0], [1.3, 0.0, 0.6]],
  "e_above_lowest_ev": 2.442,
  "charge": -1,
  "e_tot_ha": -1078.02140,
  "homo_ev": [-3.606, -3.608]
}